C32H96N8O12P | wB97M-V/def2-TZVPD

Structure (XYZ):
```
149
Properties=species:S:1:pos:R:3:forces:R:3:lowdin_charge:R:1
P -0.020784 -0.070327 0.082672 -0.260 -0.868 -0.027 0.015
O -0.710077 -0.431433 -1.268399 -0.558 0.261 0.350 -0.411
O 1.511611 -0.045794 -0.224915 0.123 0.229 0.724 -0.420
O -0.299700 -1.173646 1.147903 0.027 -0.146 0.080 -0.428
O -0.572568 1.269743 0.654002 0.321 0.161 -0.104 -0.429
C -2.209618 2.796991 3.684103 -0.174 0.263 -0.619 -0.020
C -2.409164 1.309919 3.874084 1.331 -0.638 0.524 -0.282
C -3.588701 0.723010 3.113262 0.325 -0.605 0.877 -0.162
O -3.943203 -0.520453 3.711332 -0.227 -0.019 -0.114 -0.237
C -5.366314 -0.664429 3.934322 0.223 0.062 -0.146 -0.035
N -1.130992 0.620609 3.406016 -0.113 -0.580 -2.208 0.191
H -1.124708 0.547514 2.357097 0.367 0.911 0.054 0.075
H -0.288894 1.120196 3.671524 -0.057 0.020 0.222 0.153
H -1.005950 -0.381633 3.590625 -0.408 0.321 1.277 0.104
H -1.308729 3.182555 4.162647 0.006 -0.131 0.080 0.095
H -3.042936 3.399248 4.043621 -0.075 -0.251 0.240 0.111
H -2.152171 3.002681 2.608425 0.166 0.051 0.034 0.077
H -2.383660 0.994681 4.916724 -0.873 0.415 0.138 0.146
H -3.301185 0.473892 2.085073 -0.081 0.603 -0.216 0.126
H -4.379040 1.473316 3.171458 -0.265 -0.255 -0.216 0.145
H -5.687520 -0.010381 4.744069 -0.075 0.029 -0.042 0.109
H -5.555366 -1.698906 4.208962 0.033 -0.002 0.055 0.096
H -5.898483 -0.437657 3.009610 -0.158 0.016 0.092 0.098
C -1.180778 -5.209480 3.864524 -0.302 0.876 -1.075 -0.006
C -1.688674 -3.812530 4.210033 -0.547 -0.703 0.649 -0.302
C -0.715791 -2.911692 4.931721 1.198 0.690 -0.244 -0.180
O -1.268329 -1.625993 5.184897 -0.254 -0.738 0.159 -0.227
C -2.243197 -1.687627 6.244104 -0.161 0.169 0.289 -0.035
N -2.215170 -3.056595 2.987067 0.887 0.061 -0.306 0.246
H -1.560877 -2.295314 2.751815 -0.225 0.169 -0.086 0.100
H -2.205628 -3.615429 2.133780 -0.282 -0.372 0.243 0.158
H -3.147837 -2.661009 3.129762 0.088 0.249 0.094 0.150
H -0.324245 -5.132089 3.189069 0.302 -0.232 0.361 0.086
H -1.961137 -5.706348 3.283599 -0.019 -0.284 0.272 0.098
H -0.979056 -5.775932 4.767343 0.189 -0.059 -0.050 0.114
H -2.568326 -3.968357 4.833169 -0.022 0.162 0.020 0.147
H 0.192343 -2.711766 4.341199 -0.311 -0.122 -0.462 0.133
H -0.254202 -3.364797 5.814879 -0.723 -0.204 0.265 0.157
H -3.044093 -2.405198 6.053822 0.024 0.066 -0.225 0.092
H -2.694469 -0.704272 6.325555 0.063 0.002 0.109 0.090
H -1.779213 -1.979629 7.187210 0.162 0.169 -0.037 0.116
C -1.316353 3.433766 -2.127071 -0.257 -0.757 -0.193 -0.019
C -2.694751 2.783706 -2.165812 0.253 0.408 1.013 -0.298
C -3.017398 2.001489 -3.409860 -0.379 0.276 -0.856 -0.189
O -4.298004 1.423840 -3.380678 0.254 -0.637 0.635 -0.202
C -5.396640 2.330650 -3.465246 -0.176 0.292 0.740 -0.053
N -2.862755 1.868695 -0.952607 -0.232 -0.163 0.103 0.218
H -2.096767 1.164652 -0.819179 -0.046 0.472 -0.287 0.093
H -2.905565 2.431150 -0.103723 0.288 -0.022 0.005 0.148
H -3.756004 1.370038 -0.993466 -0.022 0.045 -0.437 0.158
H -1.139018 3.972403 -1.197295 -0.296 0.333 -0.111 0.078
H -1.303373 4.080043 -3.002925 0.479 0.217 0.169 0.112
H -0.521733 2.685943 -2.175885 -0.010 -0.016 -0.341 0.065
H -3.412471 3.592242 -2.016676 -0.226 -0.212 -0.027 0.153
H -2.274656 1.211724 -3.554274 -0.125 -0.113 -0.005 0.133
H -2.993313 2.661405 -4.285415 0.459 0.166 0.144 0.154
H -6.286093 1.709934 -3.452225 -0.077 0.064 -0.527 0.103
H -5.326933 3.014358 -4.311777 -0.065 -0.320 -0.266 0.112
H -5.493289 2.957020 -2.566638 0.234 -0.026 -0.003 0.088
C 3.299247 -4.514130 -1.177153 0.827 -0.581 0.242 -0.016
C 2.468974 -3.280430 -1.383968 -0.495 0.376 0.487 -0.302
C 1.628054 -3.310212 -2.667427 0.045 -0.967 0.853 -0.242
O 2.480946 -3.056953 -3.719612 0.146 0.254 -0.292 -0.174
C 1.894389 -3.321076 -5.000567 0.079 -1.020 0.153 -0.038
N 1.477272 -3.152904 -0.241807 -0.855 0.529 -0.528 0.205
H 1.868633 -3.254379 0.690951 0.143 -0.252 -0.069 0.161
H 1.006584 -2.228219 -0.254614 0.296 0.092 0.228 0.070
H 0.706317 -3.810743 -0.368692 0.285 -0.344 0.237 0.162
H 3.777249 -4.816992 -2.108594 0.001 0.117 -0.017 0.112
H 2.759055 -5.390191 -0.804033 -0.441 0.178 -0.278 0.104
H 4.096067 -4.384345 -0.439416 0.027 0.285 -0.132 0.096
H 3.035014 -2.350800 -1.305013 0.194 -0.111 -0.304 0.132
H 0.742093 -2.655232 -2.590346 0.225 0.382 -0.165 0.104
H 1.223267 -4.339612 -2.683602 -0.057 0.029 -0.411 0.147
H 2.658738 -3.304743 -5.773775 0.060 0.866 0.110 0.110
H 1.048588 -2.644783 -5.128341 0.032 -0.004 -0.518 0.084
H 1.580778 -4.371024 -5.073570 -0.422 0.165 0.368 0.108
C -2.099082 -2.615238 -3.934362 -0.214 -0.544 0.596 -0.021
C -3.286593 -2.270689 -3.042067 0.774 -0.956 -0.289 -0.307
C -4.471894 -3.211848 -3.132498 -1.430 1.107 -0.594 -0.171
O -5.359673 -2.761325 -2.117650 0.384 -0.338 0.777 -0.229
C -6.730297 -2.619469 -2.517158 0.170 -0.339 -0.535 -0.044
N -2.794494 -2.275456 -1.611140 0.159 0.918 0.083 0.198
H -2.453114 -3.188309 -1.317933 -0.309 -0.165 -0.162 0.159
H -1.998786 -1.588252 -1.453198 0.029 0.156 -0.091 0.082
H -3.592763 -1.995131 -1.036390 -0.099 -0.363 0.075 0.147
H -2.387479 -2.598114 -4.982135 0.185 0.206 -0.050 0.110
H -1.770522 -3.635228 -3.701445 -0.096 -0.056 -0.164 0.094
H -1.244586 -1.980114 -3.695503 -0.145 0.311 -0.364 0.053
H -3.683556 -1.282619 -3.248762 0.140 0.326 0.203 0.144
H -4.321850 -4.293676 -3.116970 0.441 0.025 0.325 0.150
H -4.956986 -2.981927 -4.090884 0.289 -0.252 -0.151 0.146
H -7.072391 -3.522959 -3.024973 -0.001 0.008 0.001 0.106
H -6.786499 -1.777531 -3.208969 -0.312 0.064 0.071 0.097
H -7.350149 -2.483052 -1.637758 0.152 0.201 0.083 0.098
C 0.820873 5.510700 1.482078 0.523 -0.280 0.582 -0.005
C 1.500666 4.530859 0.535948 -0.343 0.467 -0.507 -0.318
C 2.930882 4.864510 0.169707 -0.039 0.271 -0.551 -0.173
O 3.396518 3.852306 -0.709196 -0.044 -0.451 0.497 -0.241
C 4.795366 3.972193 -0.990137 -0.042 -0.111 -0.405 -0.058
N 1.476098 3.096630 0.993581 0.610 -0.085 0.021 0.204
H 1.886204 2.977203 1.920056 -0.293 0.372 0.171 0.158
H 0.551901 2.602928 0.932745 -0.050 -0.312 -0.100 0.091
H 2.134409 2.595111 0.376895 -0.281 -0.015 -0.259 0.127
H 1.486522 5.928805 2.241620 0.161 -0.195 -0.047 0.102
H 0.029470 4.990115 2.024259 -0.303 0.285 -0.161 0.075
H 0.446761 6.367992 0.928474 -0.256 -0.122 -0.033 0.107
H 0.904326 4.537589 -0.379297 0.174 -0.319 -0.092 0.130
H 3.553516 4.971859 1.066430 0.106 -0.096 -0.039 0.149
H 2.940489 5.807146 -0.385545 -0.021 0.220 0.345 0.158
H 5.396206 3.777612 -0.099772 0.018 0.246 0.038 0.098
H 5.003813 4.949261 -1.428501 0.151 0.056 0.224 0.111
H 5.044294 3.223324 -1.741756 -0.085 -0.041 0.042 0.086
C 4.816986 -0.001012 0.531752 -0.338 -0.827 0.018 -0.024
C 4.601848 -0.333098 2.002478 -0.110 0.081 -0.639 -0.281
C 5.379136 0.489435 3.006052 0.296 -0.709 0.210 -0.203
O 5.109733 -0.080859 4.255772 -0.768 0.150 0.019 -0.185
C 5.998491 0.315482 5.280127 1.768 0.160 0.785 -0.072
N 3.099100 -0.166387 2.353062 0.977 -0.459 -0.337 0.230
H 2.844697 -0.888595 3.023936 -0.038 0.270 0.285 0.158
H 3.062805 0.749635 2.793280 -0.536 -0.067 0.117 0.139
H 2.501834 -0.250637 1.503573 -0.207 0.371 -0.216 0.093
H 4.128510 -0.630834 -0.040450 -0.169 0.278 -0.077 0.051
H 5.791928 -0.376643 0.222041 0.236 0.505 0.146 0.113
H 4.647791 1.038413 0.255420 0.194 0.077 0.072 0.081
H 4.816328 -1.392648 2.132305 0.041 0.031 0.273 0.159
H 5.068637 1.547322 2.966394 0.189 0.066 -0.071 0.143
H 6.447938 0.396812 2.783768 -0.023 0.280 -0.192 0.157
H 5.745147 -0.133433 6.236087 -0.545 -0.055 -0.186 0.103
H 6.129411 1.392918 5.426343 -0.664 0.084 -0.249 0.103
H 7.024735 -0.028123 5.086189 -0.217 -0.200 -0.319 0.107
C 3.939830 0.160885 -3.633524 0.308 0.723 0.680 -0.005
C 2.791868 1.153246 -3.452407 0.220 -1.488 -0.736 -0.299
C 2.339013 1.825250 -4.719065 -0.390 1.104 -1.358 -0.180
O 1.369072 2.831176 -4.462736 0.253 -0.472 0.941 -0.190
C 1.917563 4.090574 -4.059946 -0.260 0.474 -0.310 -0.068
N 1.601589 0.369890 -2.959190 -0.411 0.876 1.554 0.204
H 0.838503 1.014062 -2.726505 -0.156 -0.003 -0.597 0.118
H 1.218682 -0.343390 -3.574343 0.354 -0.009 -0.242 0.150
H 1.747372 -0.001072 -1.989688 0.148 -0.312 -0.037 0.082
H 4.246310 -0.176247 -2.638054 -0.122 -0.323 -0.086 0.072
H 4.813214 0.706960 -3.991591 -0.064 -0.168 -0.381 0.107
H 3.705070 -0.695448 -4.260057 0.014 0.074 -0.126 0.087
H 3.054584 1.847725 -2.654765 -0.250 0.247 -0.091 0.137
H 1.859579 1.152250 -5.440800 -0.089 -0.443 0.491 0.147
H 3.120199 2.241646 -5.365414 0.495 0.012 0.652 0.153
H 2.982001 4.111540 -3.811278 0.088 -0.477 -0.384 0.092
H 1.440557 4.473822 -3.153913 -0.384 -0.178 -0.130 0.068
H 1.713091 4.752300 -4.900019 0.250 0.384 0.235 0.109
```
Positions in Å, forces in eV/Å.

The value obtained for the orbital gap is 8.77 eV. The net charge is +5. As for the electronic energy: -2957.3967 Eh.